70
Properties=species:S:1:pos:R:3:forces:R:3 method="wB97M-V/def2-TZVPD" e_homo_ha="0.058 / -0.038" orbital_gap_ev="2.98 / 5.58" charge=-2 spin_multiplicity=8
Eu -0.090207 0.436806 -0.188315 1.09 0.26 0.10
O -1.996590 4.491611 0.478495 0.51 -0.30 -0.39
C -1.270195 3.519988 0.160456 -0.78 -0.87 1.30
N -1.196623 2.334465 0.788852 -0.23 1.39 -0.23
C -1.916159 2.273768 2.037305 -0.02 0.22 -0.27
C -1.611768 1.001800 2.782309 0.04 -0.13 0.07
C -2.407310 0.594375 3.853297 0.06 0.00 0.06
C -2.097431 -0.577435 4.516836 0.03 0.05 -0.06
C -0.994355 -1.312268 4.100972 -0.03 0.04 0.06
C -0.258739 -0.835445 3.031803 0.13 0.00 0.04
N -0.556916 0.291022 2.386228 -0.39 0.05 0.39
C -0.313915 3.638258 -0.986863 1.64 -0.56 -0.45
C -0.415232 4.715897 -1.862574 0.19 -0.04 -0.15
C 0.572378 4.914133 -2.815248 0.97 -1.09 0.23
C 1.668268 4.001644 -2.849446 -1.05 1.17 -0.14
C 1.679451 2.943703 -1.964481 -0.39 -0.30 0.45
N 0.721267 2.735013 -1.047812 -1.05 1.72 -0.59
H -3.002610 2.376400 1.890061 0.04 -0.06 0.11
H -1.622374 3.119427 2.679435 -0.12 0.00 -0.02
H -3.262888 1.192938 4.140817 -0.02 0.00 -0.01
H -2.711578 -0.921519 5.341104 0.00 0.00 0.00
H -0.718231 -2.238338 4.587392 0.02 0.01 -0.03
H 0.612624 -1.372599 2.669431 -0.04 0.00 -0.06
H -1.263113 5.380658 -1.756149 0.06 -0.03 0.04
H 0.522133 5.754445 -3.500728 0.04 -0.11 0.02
H 2.485016 4.126947 -3.551905 -0.11 0.00 0.03
H 2.495479 2.223335 -1.973682 -0.20 -0.01 0.04
O 3.663013 1.542382 2.603639 -0.06 0.35 0.14
C 4.313334 0.366944 2.493886 0.05 -0.93 -0.31
C 5.450148 0.166244 3.255589 0.26 -0.46 -0.02
C 6.166178 -1.042897 3.182897 -0.13 0.21 0.01
C 5.726541 -2.066518 2.338226 0.10 0.25 0.20
C 4.601545 -1.888151 1.559247 -0.21 0.75 0.22
C 3.862068 -0.664989 1.602329 0.88 -0.36 0.47
C 2.731604 -0.457140 0.751721 -0.07 -2.07 -1.92
O 1.979126 0.592821 0.893606 -0.47 0.76 0.03
N 2.527318 -1.400959 -0.221212 -0.18 1.45 0.81
N 1.508187 -1.068440 -1.074442 1.27 -0.47 1.35
C 1.194574 -2.021905 -1.928544 -0.06 -0.15 -0.58
C 0.211263 -1.872613 -2.937606 -0.51 0.65 -0.12
C -0.075208 -2.960942 -3.782159 -0.42 0.37 -0.33
C -1.027169 -2.880000 -4.794787 -0.08 0.10 -0.04
C -1.739065 -1.694314 -5.009472 0.32 -0.36 0.20
C -1.493764 -0.594853 -4.191031 0.56 -0.21 0.44
C -0.541563 -0.622267 -3.135869 -0.43 -1.80 -1.79
O -0.371974 0.419462 -2.421262 0.13 1.20 0.84
H 2.867298 1.471384 2.022288 -0.15 -0.14 -0.22
H 5.770281 0.972195 3.906184 0.03 -0.01 0.02
H 7.059970 -1.181163 3.782430 -0.03 0.04 0.02
H 6.273492 -3.002790 2.292623 0.00 0.01 0.00
H 4.259282 -2.666192 0.891158 -0.06 0.10 -0.01
H 1.724660 -2.974800 -1.870213 0.03 0.09 0.05
H 0.464473 -3.888102 -3.627286 0.05 -0.05 0.03
H -1.221741 -3.742704 -5.420493 0.00 -0.08 -0.04
H -2.473869 -1.634147 -5.802104 -0.07 0.00 -0.06
H -2.030808 0.335026 -4.332071 -0.04 0.08 0.01
C -3.302313 -0.157192 -0.916876 0.15 -0.28 0.14
C -2.737119 -1.391680 -0.172474 -0.62 -0.25 -0.18
C -2.892344 -2.620796 -1.090943 0.19 0.17 0.08
C -3.602803 -1.620048 1.084508 0.21 0.00 -0.08
O -1.414037 -1.199770 0.171425 -0.86 -0.41 0.04
H -4.354487 -0.296442 -1.178772 -0.05 0.03 0.02
H -2.736179 0.001443 -1.833743 -0.02 0.06 -0.07
H -3.206407 0.729756 -0.283360 -0.06 0.06 0.01
H -3.945813 -2.832498 -1.296294 -0.04 -0.02 -0.02
H -2.439606 -3.489934 -0.607407 0.00 -0.01 0.00
H -2.376087 -2.445853 -2.036531 0.02 -0.05 0.01
H -4.623723 -1.902142 0.810429 -0.04 0.02 0.04
H -3.636280 -0.709106 1.684501 -0.01 0.01 0.06
H -3.162360 -2.415339 1.690643 0.00 -0.02 0.00